# 1
Below is the molecule C2H5NOS2 in a non-equilibrium geometry, with properties calculated with ωB97M-V with the def2-TZVPD basis set.

Cartesian coordinates (Å):
O 1.43895 0.64176 -1.86245
N 0.38566 -0.23762 -1.60757
C -0.39621 -0.19378 -0.54846
S -1.17800 -1.56867 -0.01114
C -0.32331 1.13552 0.25669
S 0.54921 0.79839 1.87983
H 0.90900 1.31075 -2.32521
H 0.60228 -1.18108 -1.93716
H 0.09589 1.93682 -0.31002
H -1.30544 1.44518 0.53580
H -0.13520 -0.30829 2.04075

Forces on atoms 1 to 2 (eV/Å):
-1.2 0.6 -0.1
0.7 -2.0 -0.9

Computed properties:
Gap between HOMO and LUMO ... 8.995 eV
SMILES ... ONC(=S)CS
E ... -27360.9482 eV


# 2
Below is the molecule C2H5NS2 in a non-equilibrium geometry, with properties calculated with ωB97M-V with the def2-TZVPD basis set.

Cartesian coordinates (Å):
C 0.51637 1.02998 -0.15398
C 0.86328 -0.35664 -0.08467
S 2.35022 -0.83618 -0.24156
N -0.49735 -1.11117 -0.05500
S -2.12341 -0.55106 -0.32921
H 1.42993 1.75057 0.09725
H -0.09257 1.11207 0.73481
H 0.39452 1.31581 -1.21374
H -0.53400 -2.25003 0.33155
H -2.30701 -0.10334 0.91455

Forces on atoms 1 to 2 (eV/Å):
3.0 3.4 0.9
-4.2 -1.6 -0.9

Computed properties:
Gap between HOMO and LUMO ... 8.900 eV
SMILES ... CC(=S)NS
E ... -25312.8222 eV


# 3
Below is the molecule C2H5NS2 in a non-equilibrium geometry, with properties calculated with ωB97M-V with the def2-TZVPD basis set.

Cartesian coordinates (Å):
N 0.90686 -0.85915 1.05148
C 0.69789 -0.05641 0.02982
S 1.81158 0.13132 -1.04266
C -0.68504 0.73509 0.00326
S -2.08796 0.02193 0.48066
H 1.71499 -1.32251 0.99580
H -0.14967 -1.28805 1.42294
H -0.20112 1.69450 0.37915
H -0.79998 1.15517 -0.88891
H -2.56715 -0.74914 -0.47573

Forces on atoms 1 to 2 (eV/Å):
-8.7 0.5 2.5
-3.2 0.3 0.8

Computed properties:
Gap between HOMO and LUMO ... 8.960 eV
SMILES ... NC(=S)CS
E ... -25313.4443 eV


# 4
Below is the molecule C2H5NS2 in a non-equilibrium geometry, with properties calculated with ωB97M-V with the def2-TZVPD basis set.

Cartesian coordinates (Å):
C -1.77404 -0.11556 0.03710
S -0.08692 -0.65631 -0.20887
C 0.80456 0.68291 -0.24386
N 2.08612 0.67547 0.00886
S 3.08119 -0.46046 -0.11018
H -2.52891 -0.94921 0.08372
H -1.89503 0.48937 0.87879
H -2.10237 0.22136 -0.85141
H 0.22419 1.58482 -0.18679
H 2.19120 -1.47240 0.59264

Forces on atoms 1 to 2 (eV/Å):
-0.2 -2.8 0.8
-1.9 -4.9 -0.1

Computed properties:
Gap between HOMO and LUMO ... 8.553 eV
SMILES ... CS/C=N\S
E ... -25312.9594 eV


# 5
Below is the molecule C2H5NS2 in a non-equilibrium geometry, with properties calculated with ωB97M-V with the def2-TZVPD basis set.

Cartesian coordinates (Å):
S 3.08888 -0.10454 0.06760
C 1.07697 -0.06176 0.30858
N 0.43132 1.00527 0.21125
C -0.96235 1.02532 0.14569
S -1.89278 -0.49593 0.36970
H 3.26222 -1.35925 0.16571
H 0.63492 -1.05836 0.53480
H -1.29209 1.83579 0.78203
H -1.25332 1.52247 -0.76602
H -1.46702 -0.55234 1.63933

Forces on atoms 1 to 2 (eV/Å):
-3.1 2.7 0.2
1.9 -0.4 0.0

Computed properties:
Gap between HOMO and LUMO ... 10.098 eV
SMILES ... S/C=N/CS
E ... -25314.0354 eV


# 6
Below is the molecule C2H5NS2 in a non-equilibrium geometry, with properties calculated with ωB97M-V with the def2-TZVPD basis set.

Cartesian coordinates (Å):
C -1.17991 -0.45801 0.70073
C -0.05110 -0.24189 -0.30967
S 0.05764 -1.09358 -1.71095
N 0.94016 0.55683 0.19454
S 2.25238 0.87886 -0.77191
H -1.48806 0.37081 1.28982
H -2.07277 -0.97007 0.30418
H -0.75746 -1.13369 1.39332
H 0.69270 1.24974 0.87514
H 1.60641 0.84100 -1.96521

Forces on atoms 1 to 2 (eV/Å):
-0.3 -0.7 -1.3
-0.7 -0.5 1.1

Computed properties:
Gap between HOMO and LUMO ... 9.022 eV
SMILES ... CC(=S)NS
E ... -25314.9034 eV


Energy above the lowest of the compared OMol25 structures with the same formula, charge and spin list, top to bottom, in kJ/mol: 203.4, 289.8, 229.8, 276.6, 172.8, 89.0
Highest occupied orbital energy list, top to bottom, in eV: -8.79, -8.64, -8.37, -7.90, -9.41, -8.45
LUMO energy list, top to bottom, in eV: 0.2041, 0.2561, 0.5875, 0.6540, 0.6881, 0.5674